Record 1
C13H21AsBO2S4Tc | the ωB97M-V functional and the def2-TZVPD basis

Structure (XYZ):
```
43
Properties=species:S:1:pos:R:3:forces:R:3:mulliken_charge:R:1
Tc 3.8726 0.0409 -0.2228 -0.0565 -0.2918 0.1192 -0.28
S 6.3302 0.1674 -0.2504 0.0487 0.0494 -0.0917 -0.06
S 6.9914 -0.1571 1.5968 0.0258 -0.0202 -0.0280 0.14
S 5.4592 0.3699 2.8201 0.0349 0.0482 0.1338 -0.05
S 3.7739 -0.4488 1.9229 -0.0487 0.0170 -0.1792 -0.09
C -3.4756 -3.4464 -1.5567 -0.0129 -0.0260 -0.0142 -2.09
C -3.7913 -2.3418 -0.5499 -0.0009 -0.0131 -0.0058 1.97
C -4.8055 -1.3823 -1.1852 -0.0255 -0.0027 -0.0058 -1.58
C -4.4097 -2.9856 0.6978 -0.0260 -0.0152 -0.0079 -1.59
C -2.5436 -1.5607 -0.1453 0.0070 0.0450 0.0255 0.36
C -2.6683 -0.5047 0.7703 0.0293 -0.0305 -0.0317 -0.37
C -1.5935 0.2618 1.2000 0.0632 -0.0851 -0.0864 -1.94
C -0.3649 -0.0703 0.6730 -0.1113 -0.0634 -0.0401 0.79
O 0.8750 0.5083 0.9051 0.0345 -0.0750 -0.0557 -0.34
B 1.7569 -0.2233 0.1223 0.1886 0.2719 0.1049 0.66
O 1.1143 -1.2261 -0.5776 0.0669 0.0535 -0.0242 -0.37
C -0.2237 -1.1071 -0.2247 -0.1195 0.0139 0.0501 0.82
C -1.2839 -1.8707 -0.6584 0.0047 0.0903 0.0733 -0.89
H -4.3943 -3.9728 -1.8144 -0.0232 -0.0063 -0.0015 0.42
H -2.7814 -4.1824 -1.1492 0.0215 -0.0223 0.0269 0.41
H -3.0561 -3.0493 -2.4823 0.0068 0.0311 -0.0187 0.42
H -5.7017 -1.9294 -1.4779 -0.0338 -0.0276 -0.0136 0.44
H -4.3937 -0.9055 -2.0753 0.0333 0.0020 -0.0251 0.38
H -5.1095 -0.5984 -0.4933 -0.0111 0.0361 0.0320 0.33
H -5.2964 -3.5548 0.4190 -0.0402 -0.0256 -0.0094 0.45
H -4.7130 -2.2404 1.4316 -0.0078 0.0428 0.0272 0.33
H -3.7076 -3.6661 1.1800 0.0419 -0.0213 -0.0026 0.38
H -3.6449 -0.2702 1.1679 -0.0500 0.0022 0.0103 0.41
H -1.7173 1.0672 1.9084 0.0095 0.0391 0.0340 0.44
H -1.1246 -2.6710 -1.3627 -0.0013 -0.0504 -0.0342 0.58
C 4.7444 3.5676 -0.5991 -0.0838 0.1485 0.0297 -1.08
As 3.2765 2.4235 -0.0896 -0.0106 -0.1385 0.0288 0.77
C 2.8202 2.9913 1.6915 0.0216 0.0893 0.0029 -1.03
C 1.8246 2.9886 -1.2313 0.0719 0.1236 -0.0262 -0.98
H 4.4240 4.6082 -0.5170 0.0641 -0.0545 -0.0131 0.40
H 5.0409 3.3569 -1.6244 -0.0006 -0.0106 -0.0119 0.38
H 5.5860 3.3828 0.0646 0.0085 0.0020 0.0147 0.35
H 2.4906 4.0293 1.6415 0.0119 -0.0240 0.0288 0.43
H 3.7096 2.9182 2.3170 -0.0505 -0.0106 -0.0156 0.34
H 2.0294 2.3558 2.0795 -0.0035 -0.0005 -0.0164 0.30
H 1.4885 3.9649 -0.8800 0.0025 -0.0228 -0.0590 0.39
H 1.0015 2.2830 -1.1874 -0.0329 -0.0384 0.0318 0.24
H 2.1909 3.0797 -2.2541 -0.0467 -0.0295 0.0441 0.37
```
Forces are in eV/Å.

Summary:
- total charge = +1
- relative energy (zero: lowest compared OMol25 entry of this formula, charge and spin) (kcal/mol) = 1.7
- 2S+1 = 4
- HOMO energy (spin up / spin down) (Ha) = -0.410 / -0.408
- ⟨S²⟩ = 3.79
- LUMO energy (spin up / spin down) (eV) = -5.05 / -5.89
- gap between HOMO and LUMO (spin up / spin down) (eV) = 6.1 / 5.2

Record 2
C13H21AsN4O5PRuS4 | the ωB97M-V functional and the def2-TZVPD basis

Structure (XYZ):
```
50
Properties=species:S:1:pos:R:3:forces:R:3:mulliken_charge:R:1
Ru 0.9597 1.6248 1.5074 -2.8119 -1.5434 -1.2094 0.58
O -1.5827 -1.5726 2.6085 0.2517 0.0671 0.0405 -0.78
C -0.9819 -0.4966 2.4932 0.0385 -0.2015 0.1103 0.13
O 0.2690 -0.2851 2.4883 0.5142 0.3405 -0.2601 -0.56
C -1.8161 0.7467 2.3353 -0.1830 -0.1300 0.0922 0.36
C -3.1072 0.8946 2.8056 -0.2088 -0.0570 -0.1219 -0.69
C -3.7303 2.1244 2.6371 0.0272 0.0337 -0.0099 -0.25
C -3.0632 3.1449 1.9734 -0.1072 -0.0612 -0.1366 -0.60
C -1.7824 2.8947 1.5110 -0.1717 0.2354 -0.1804 -0.07
N -1.1950 1.7333 1.7194 0.6088 0.7668 1.1678 0.37
C -0.9421 3.8804 0.7179 0.0061 0.1596 0.0785 0.47
O -1.5229 4.8661 0.2585 0.2426 -0.0628 0.0373 -0.76
O 0.2817 3.5512 0.6017 0.4304 -0.4777 -0.0922 -0.60
H -3.5852 0.0542 3.2904 0.0199 0.0218 -0.0054 0.51
H -4.7337 2.2836 3.0166 0.0280 0.0070 0.0170 0.40
H -3.4918 4.1209 1.7946 -0.0253 -0.0193 -0.0105 0.51
S 5.3033 3.2030 2.2897 -0.1372 0.0376 -0.0625 -0.65
As 3.7924 1.7098 2.2822 1.6343 0.3043 0.5509 0.44
S 1.9925 2.4115 3.4424 0.0274 -0.1900 -1.0105 -0.43
S 2.9373 1.4568 0.2321 -0.1831 0.5222 1.0252 -0.48
S 4.4722 -0.1629 3.0187 -0.2371 -0.0897 -0.0902 -0.66
C 0.1179 -1.1499 -3.8050 -0.0920 0.1008 0.1196 -1.26
N 0.2512 -0.2956 -2.6455 -0.0377 0.2487 -0.2427 0.44
C 0.6197 1.0907 -2.9233 -0.0362 -0.1707 -0.0170 -0.82
P 0.2712 -0.8520 -1.0887 0.1396 0.0555 0.0184 -1.00
O 0.0245 0.2885 -0.1689 -0.0368 0.2682 -0.0396 1.33
N -0.9486 -1.9910 -1.0792 -0.3215 0.0282 0.4067 0.28
C -0.8116 -3.2381 -0.3181 -0.1039 0.1404 -0.1372 -0.92
C -2.2933 -1.4110 -0.9466 0.1283 -0.1360 -0.0306 -1.00
N 1.6463 -1.7097 -0.8446 0.3484 0.1145 0.1502 0.65
C 2.0957 -1.9206 0.5469 0.1742 -0.3498 -0.2479 -0.98
C 2.7355 -1.7004 -1.8057 0.1005 0.0237 0.0196 -0.89
H 1.0128 -1.1077 -4.4378 0.0268 -0.0212 -0.0057 0.40
H -0.7359 -0.8370 -4.4182 0.0012 0.0181 -0.0159 0.31
H -0.0485 -2.1795 -3.4927 0.0128 0.0155 -0.0077 0.29
H 1.6159 1.1606 -3.3749 0.0101 -0.0375 -0.0117 0.24
H 0.6198 1.6688 -2.0038 0.0159 0.0057 0.0665 0.06
H -0.1054 1.5353 -3.6122 -0.0137 -0.0192 -0.0206 0.27
H 0.2136 -3.5903 -0.3709 0.0368 -0.0165 -0.0282 0.32
H -1.4644 -3.9951 -0.7656 -0.0150 0.0103 -0.0135 0.35
H -1.0939 -3.1064 0.7308 0.0277 0.0474 0.0187 0.20
H -2.3194 -0.4164 -1.3910 0.0227 -0.0148 -0.0178 0.39
H -2.5889 -1.3282 0.1059 0.0513 0.0028 -0.0448 0.21
H -3.0182 -2.0437 -1.4685 0.0083 -0.0305 0.0080 0.33
H 1.2996 -1.7227 1.2535 -0.1541 0.0552 0.0817 0.25
H 2.9279 -1.2596 0.7997 -0.0548 0.0209 -0.0303 0.24
H 2.4232 -2.9614 0.6686 -0.0243 0.0329 -0.0504 0.23
H 2.3895 -1.3802 -2.7882 0.0715 -0.0469 0.1011 0.21
H 3.1576 -2.7067 -1.9007 -0.0101 -0.0225 0.0151 0.33
H 3.5325 -1.0241 -1.4797 -0.0395 0.0137 0.0261 0.26
```
Forces are in eV/Å.

Summary:
- total charge = -2
- relative energy (zero: lowest compared OMol25 entry of this formula, charge and spin) (kcal/mol) = 33.0
- 2S+1 = 2
- HOMO energy (spin up / spin down) (Ha) = -0.040 / -0.039
- ⟨S²⟩ = 0.76
- LUMO energy (spin up / spin down) (eV) = 4.24 / 4.24
- gap between HOMO and LUMO (spin up / spin down) (eV) = 5.3 / 5.3

Record 3
C13H21BF4O4Pt | the ωB97M-V functional and the def2-TZVPD basis

Structure (XYZ):
```
44
Properties=species:S:1:pos:R:3:forces:R:3:mulliken_charge:R:1
C 2.7373 -0.7517 -1.0107 -0.8349 -0.1986 0.3488 -0.89
B 1.6927 0.4213 -1.2054 0.5142 -0.3490 -0.7047 0.44
O 2.0436 1.5811 -1.8208 -0.8383 0.2907 0.6703 -0.49
C 0.1905 0.1452 -0.6499 -0.5201 0.6988 0.3231 -0.88
C -0.8066 1.3556 -0.6871 -0.3816 0.1090 0.6822 0.30
C -0.3286 2.7599 -0.6382 -0.8512 -0.2078 0.9480 -1.10
C 0.2858 3.2100 0.6530 1.1826 0.3943 -1.8936 -0.18
C 1.1142 4.4564 0.4497 -0.2543 -0.0172 0.6529 -0.35
F 0.2981 5.3514 -0.2149 -0.3724 0.4848 -0.2690 -0.27
O -1.7433 1.1748 -1.7035 0.5451 0.3571 -1.1260 -0.37
C -1.3345 0.0552 -2.4244 -0.0391 -0.9163 -1.2494 -0.24
O -1.4474 -0.0743 -3.6125 -0.2059 0.4405 2.3072 -0.46
C -0.6199 -0.8962 -1.3918 -0.3148 -0.3249 -1.9019 1.83
C 0.1096 -1.8984 -2.3046 0.5945 -0.1628 0.5487 -2.08
C -1.6351 -1.7036 -0.5485 0.4839 0.3529 0.2623 -1.49
C -1.0194 -2.0647 0.7890 -0.1129 0.3237 -0.1841 -0.48
O -1.6372 -3.1831 1.3517 -0.1032 0.1989 -0.0187 -0.43
C -1.5445 -3.2030 2.7538 -0.0989 -0.3617 -0.1657 -0.61
C -0.1117 -3.2544 3.2602 0.0744 -0.4698 0.6466 0.88
F -0.0657 -3.9162 4.4352 0.0988 0.4294 -0.6230 -0.26
F 0.3842 -2.0105 3.4841 0.1394 -0.1448 -0.1991 -0.27
F 0.6985 -3.8760 2.3854 -0.1098 0.2874 0.3465 -0.24
H 3.4190 -0.5201 -0.1971 0.3483 0.2490 0.0462 0.42
H 2.2202 -1.6556 -0.7264 -0.0300 -0.2725 0.1887 0.32
H 3.2588 -0.9526 -1.9359 0.3517 0.2166 -0.2321 0.35
H 2.6208 2.1158 -1.2669 0.7219 0.1845 -0.4242 0.33
H 0.3610 -0.0256 0.4099 0.1473 -0.6312 0.1496 0.89
H -1.3879 1.2165 0.2447 0.0943 -0.3077 0.2736 0.32
H -1.2316 3.3978 -0.7877 -0.0405 0.2909 -0.5773 0.68
H 0.3062 3.0146 -1.4939 0.2398 0.0280 -0.3330 0.48
H -0.5982 3.5576 1.4021 -0.0392 -0.5967 0.9382 -0.13
H 0.8406 2.4358 1.1725 -0.2845 -0.1259 0.7566 0.33
H 1.3951 4.9244 1.3816 0.3558 0.0300 0.2666 0.38
H 1.9867 4.2508 -0.1545 0.2845 -0.0215 -0.2217 0.29
H 0.8153 -1.4333 -2.9824 0.1192 0.2138 -0.1341 0.43
H 0.6328 -2.6322 -1.7047 0.1406 -0.1873 0.1727 0.46
H -0.6073 -2.4400 -2.8946 -0.3799 -0.0101 -0.2772 0.53
H -2.5499 -1.1313 -0.4377 -0.3149 0.0030 0.1828 0.34
H -1.8499 -2.6197 -1.0708 -0.2766 -0.2718 -0.2701 0.53
H -1.0940 -1.2041 1.4562 -0.0578 0.1415 0.3323 0.53
H 0.0473 -2.2414 0.6413 0.2774 -0.2241 0.0462 0.48
H -2.0299 -4.0995 3.1027 -0.1642 -0.3734 -0.0451 0.42
H -2.0679 -2.3599 3.1943 0.0605 0.3118 0.1771 0.34
Pt -1.7481 4.7234 1.2971 -0.1490 0.1387 -0.4168 0.92
```
Forces are in eV/Å.

Summary:
- total charge = +2
- HOMO energy (Ha) = -0.578
- LUMO energy (eV) = -13.25
- gap between HOMO and LUMO (eV) = 2.5

Record 4
C13H21Br2RuS9 | the ωB97M-V functional and the def2-TZVPD basis

Structure (XYZ):
```
46
Properties=species:S:1:pos:R:3:forces:R:3:mulliken_charge:R:1
Ru 0.1302 -0.0752 0.5354 -1.7678 0.3096 0.3257 0.53
C -0.8793 -0.5663 3.6909 -0.0508 0.0412 -0.0099 -0.63
C -1.8214 0.5818 3.3251 -0.0015 0.0274 0.0244 -0.85
S -1.7633 0.9682 1.5496 0.4893 -0.0343 -0.0879 0.05
C -1.3815 2.7231 1.3340 -0.0427 -0.0074 -0.0491 -0.81
C -1.3012 2.9264 -0.1759 -0.0435 -0.0416 0.0182 -0.87
S -0.2138 1.7108 -1.0306 0.2252 -0.2559 -0.0861 -0.01
C -1.3680 0.8723 -2.1714 0.0409 -0.0027 -0.0095 -0.53
C -2.3637 -0.0699 -1.5116 0.0153 -0.0826 -0.0331 -0.74
S -1.4047 -1.3444 -0.6250 0.0892 0.2600 0.1965 -0.05
C -2.5216 -1.9655 0.6739 0.0154 -0.0478 -0.0289 -0.70
C -1.6459 -2.6221 1.7350 -0.0769 0.0705 -0.0331 -0.91
S -0.2502 -1.6298 2.3609 0.5825 -0.1897 -0.4225 0.01
H -1.3261 -1.2236 4.4367 -0.0326 0.0237 -0.0029 0.51
H 0.0410 -0.1753 4.1241 0.0173 -0.0217 -0.0152 0.32
H -1.5766 1.4840 3.8844 0.0313 -0.0191 0.0129 0.43
H -2.8562 0.3263 3.5462 -0.0036 0.0140 -0.0209 0.40
H -0.4454 2.9671 1.8293 0.0211 0.0497 0.0193 0.30
H -2.1721 3.3444 1.7552 -0.0454 -0.0637 -0.0092 0.51
H -0.9053 3.9158 -0.3972 0.0202 -0.0134 -0.0234 0.51
H -2.2853 2.8474 -0.6374 -0.0230 0.0269 0.0463 0.41
H -0.6952 0.3125 -2.8250 -0.0448 0.0243 -0.0495 0.15
H -1.8687 1.6177 -2.7892 -0.0226 0.0488 0.0723 0.56
H -2.9737 -0.5521 -2.2762 0.0234 -0.0491 0.0187 0.64
H -3.0220 0.4318 -0.8046 -0.0081 0.0600 -0.0097 0.43
H -3.1746 -2.7172 0.2290 0.0109 0.0164 -0.0305 0.56
H -3.1409 -1.1546 1.0518 0.0230 -0.0030 0.0590 0.36
H -1.1376 -3.4878 1.3061 -0.0304 -0.0371 0.0271 0.47
H -2.2397 -2.9815 2.5755 0.0087 0.0425 0.0203 0.53
Br 3.4420 -1.3021 2.3296 -0.0502 0.0186 0.0077 -0.04
C 3.3531 0.5439 2.7435 0.0334 0.0596 -0.0589 -0.66
Br 1.7192 1.4527 2.0638 0.1914 -0.3645 -0.1761 -0.10
H 4.1791 1.0680 2.2812 -0.0293 0.0239 -0.0315 0.42
H 3.3312 0.6850 3.8163 -0.0631 0.0286 0.0012 0.44
C 4.5198 0.5140 -2.2833 0.0161 -0.0259 -0.0016 -0.78
S 3.4187 0.6768 -3.7043 -0.0026 0.0647 -0.0019 0.06
C 2.2800 -0.6119 -3.6411 -0.0391 -0.1251 0.1152 0.29
C 1.6075 -1.2106 -2.5509 0.1154 0.0918 -0.0113 -0.30
S 1.9228 -0.8451 -0.9251 0.5033 0.1767 0.3671 0.06
S 0.4757 -2.4396 -3.0008 -0.1115 -0.1211 -0.1320 0.11
C 0.5679 -2.2662 -4.7340 -0.0726 -0.0445 -0.0728 0.06
S -0.3371 -3.0942 -5.7839 0.0395 0.0378 0.0809 -0.06
S 1.8043 -1.1356 -5.2104 0.0551 0.0310 -0.0118 0.01
H 5.3588 1.1584 -2.5435 0.0066 -0.0140 -0.0044 0.40
H 4.8682 -0.5110 -2.1890 -0.0107 -0.0024 0.0128 0.33
H 4.0515 0.8534 -1.3672 -0.0013 0.0192 -0.0015 0.21
```
Forces are in eV/Å.

Summary:
- total charge = +2
- relative energy (zero: lowest compared OMol25 entry of this formula, charge and spin) (kcal/mol) = 10.4
- 2S+1 = 2
- HOMO energy (spin up / spin down) (Ha) = -0.484 / -0.501
- ⟨S²⟩ = 0.78
- LUMO energy (spin up / spin down) (eV) = -5.69 / -8.00
- gap between HOMO and LUMO (spin up / spin down) (eV) = 7.5 / 5.6

Record 5
C13H21Cl5NiOP2 | the ωB97M-V functional and the def2-TZVPD basis

Structure (XYZ):
```
43
Properties=species:S:1:pos:R:3:forces:R:3:mulliken_charge:R:1
Ni -0.8449 0.1397 -0.6018 -0.6697 1.0978 -0.1639 -0.43
H -0.3473 0.9961 0.7435 0.4048 0.6092 -0.1423 0.26
H 0.3303 0.9437 0.3176 -0.1637 0.2339 0.4272 0.08
P -2.7913 0.3562 0.6164 -1.4475 0.0452 0.8684 0.90
P 0.8109 0.2073 -2.1160 1.3589 -0.0285 -1.8015 1.46
C 1.7054 -1.3613 -2.4933 0.2001 -0.0689 0.5206 -1.57
H 2.4304 -1.2388 -3.3140 -0.3922 -0.0493 0.1819 0.42
H 2.2904 -1.6398 -1.6023 -0.7658 -0.2041 -0.6772 0.41
H 1.0020 -2.1695 -2.7005 -0.1219 0.1453 -0.2133 0.37
C 0.1383 0.5849 -3.7785 -0.0939 0.0678 0.0196 -1.34
H -0.3570 1.5607 -3.7273 0.0174 -0.2044 -0.1020 0.40
H 0.9245 0.6064 -4.5492 -0.2401 -0.0514 0.2863 0.38
H -0.6029 -0.1834 -4.0268 0.0712 0.1928 -0.1056 0.39
C 2.1462 1.4841 -2.0249 -0.0816 -0.0725 0.6134 -1.34
H 2.7669 1.2770 -1.1420 -0.6251 0.5670 -0.4514 0.41
H 2.8190 1.4398 -2.8944 -0.3834 -0.0349 0.1322 0.42
H 1.7181 2.4820 -1.9207 -0.1772 -0.0530 -0.1736 0.34
C -4.2119 0.5952 -0.5129 0.0397 0.0368 0.0454 -1.22
H -5.1573 0.7147 0.0351 0.2639 -0.0714 -0.1423 0.39
H -4.0175 1.4884 -1.1168 -0.0705 -0.2050 0.0442 0.39
H -4.2728 -0.2783 -1.1714 -0.0922 0.1891 0.0261 0.36
C -3.3781 -1.0487 1.6561 -0.1093 0.0040 0.0069 -1.37
H -2.6758 -1.2192 2.4803 -0.2660 -0.0126 -0.2535 0.34
H -4.3801 -0.8632 2.0712 0.2631 -0.0189 -0.1705 0.43
H -3.4084 -1.9533 1.0392 -0.0302 0.0719 0.1178 0.35
C -3.0169 1.7674 1.7894 0.1469 0.0664 -0.2050 -1.21
H -2.8028 2.7053 1.2646 0.0169 -0.1456 0.0860 0.34
H -4.0470 1.8138 2.1739 0.2668 -0.1620 -0.2050 0.43
H -2.3275 1.6751 2.6361 -0.1407 0.0239 -0.2304 0.35
C -0.3348 -1.5586 0.1297 0.7710 -3.5786 1.0935 0.67
O -0.1425 -2.6134 0.5522 -0.5992 2.0834 -1.0871 -0.34
H -1.2411 1.5676 -1.1488 -0.3955 0.2826 -0.4524 -0.47
Cl -0.3918 -0.1976 2.7134 0.0798 0.0302 -0.3444 -0.28
C 1.2884 -0.4510 2.1215 1.6786 -0.4462 2.2380 0.66
C 1.7624 -0.4119 0.8657 0.9210 0.0315 -2.4293 0.91
C 3.1199 -0.6243 0.5437 0.0727 -0.2205 2.3879 -0.94
Cl 4.0313 -0.4962 -0.9903 0.2172 -0.1720 0.5274 -0.19
C 4.0025 -0.9474 1.5935 -0.8814 0.2245 0.6212 -0.38
Cl 5.6861 -1.2311 1.3105 -0.0734 -0.0878 0.3788 -0.21
C 3.5043 -1.0041 2.9298 -1.6152 0.5112 -1.3766 0.19
Cl 4.5549 -1.3734 4.1742 0.9028 -0.3258 1.1491 -0.21
C 2.1287 -0.7357 3.2196 1.5925 -0.3018 -1.0169 -0.37
Cl 1.5890 -0.8051 4.8547 0.1504 0.0008 -0.0275 -0.19
```
Forces are in eV/Å.

Summary:
- total charge = 0
- relative energy (zero: lowest compared OMol25 entry of this formula, charge and spin) (kcal/mol) = 1.7
- 2S+1 = 3
- HOMO energy (spin up / spin down) (Ha) = -0.242 / -0.284
- ⟨S²⟩ = 2.01
- LUMO energy (spin up / spin down) (eV) = 0.14 / -0.88
- gap between HOMO and LUMO (spin up / spin down) (eV) = 6.7 / 6.8

Question: What is the formula in the first record?
Answer: C13H21AsBO2S4Tc